This record from the OMol25 dataset describes C5H6F2 in the gas phase at a distorted geometry. The level of theory is ωB97M-V/def2-TZVPD.

Last columns: bonded neighbours and bond lengths (Å).
Atoms and positions in Å:
1 C 0.5157 0.1880 -0.1132  C2 1.603, C3 1.466, C4 1.538
2 C -1.0479 0.5394 -0.1176  C1 1.603, C5 1.441, F6 1.329
3 C 1.8720 0.7020 0.1028  C1 1.466, C4 1.581, H8 1.124, H9 1.043
4 C 1.5827 -0.8390 0.3028  C1 1.538, C3 1.581, H10 1.083, H11 1.092
5 C -2.1376 -0.3979 -0.2162  C2 1.441, F7 1.334, H12 1.206, H13 1.101
6 F -1.3556 1.7781 -0.4870  C2 1.329
7 F -1.7946 -1.6854 -0.1488  C5 1.334
8 H 2.4752 1.1597 -0.7283  C3 1.124
9 H 1.9701 1.4033 0.8685  C3 1.043
10 H 1.5615 -1.0485 1.3651  C4 1.083
11 H 1.9455 -1.6557 -0.3246  C4 1.092
12 H -2.9243 -0.0535 0.6305  C5 1.206
13 H -2.6627 -0.0904 -1.1341  C5 1.101

## Properties
Orbital gap (hartree): 0.3312
Spin multiplicity: 1
Total charge: 0
SMILES: FCC(F)=C1CC1
Relative energy (zero: lowest compared OMol25 entry of this formula, charge and spin) (kJ/mol): 317.3
HOMO energy (eV): -8.23
Total energy (eV): -10712.6036

Atomic partial charges in e from the Mulliken method, atoms 1 to 2: atom 1 (C): 0.26, atom 2 (C): 0.14